A cluster of 2 separate species, C4H11N3 in total. Source: the OMol25 dataset; level of theory: wB97M-V/def2-TZVPD.

For the relative energy (zero: lowest compared OMol25 entry of this formula, charge and spin), the calculation gives 949.2 kJ/mol. For the HOMO-LUMO gap, the calculation gives 7.821 eV. As for the calculated total energy: -322.94502 Eh.

```
18
Properties=species:S:1:pos:R:3:mulliken_charge:R:1
C -1.046 -2.302 0.358 -0.3337
C -0.631 -0.034 1.028 -0.2882
C -2.342 -2.155 -0.244 -0.8996
C 2.429 1.166 -0.652 -0.7812
N 0.269 2.316 -0.517 -0.6273
N 0.574 0.278 0.707 -0.0363
N 1.158 1.440 0.132 0.0227
H -1.265 -2.479 1.442 0.1290
H -1.355 0.809 1.006 0.2409
H -2.196 -1.466 -1.108 0.2421
H -2.593 -3.100 -0.623 0.3821
H -3.183 -1.666 0.239 0.2950
H 2.432 0.080 -0.695 0.3561
H 2.240 1.561 -1.680 0.2804
H 3.251 1.718 -0.109 0.1956
H 0.527 2.436 -1.570 0.2778
H 0.502 3.283 0.009 0.2803
H 1.356 -0.388 0.816 0.2643
```

***

An isolated molecule of C4H11N3. Source: the OMol25 dataset; level of theory: wB97M-V/def2-TZVPD.

For the relative energy (zero: lowest compared OMol25 entry of this formula, charge and spin), the calculation gives 376.8 kJ/mol. For the HOMO-LUMO gap, the calculation gives 9.821 eV. As for the SMILES: C[C@H]1C[C@@H]1N(N)N. As for the calculated total energy: -323.16304 Eh.

```
18
Properties=species:S:1:pos:R:3:mulliken_charge:R:1
C -0.147 0.119 0.570 -0.2400
C 1.086 0.228 -0.442 0.3108
C 0.630 -1.088 0.123 -0.7216
C 2.381 0.842 0.007 -1.4712
N -1.458 0.439 0.146 -0.0485
N -1.806 0.148 -1.171 -0.4944
N -2.279 -0.375 1.193 -0.5653
H 0.036 0.501 1.564 0.4226
H 0.819 0.438 -1.472 0.3646
H -1.797 0.983 -1.742 0.2601
H -1.369 -0.680 -1.577 0.2373
H -3.163 0.120 1.282 0.2557
H -2.488 -1.306 0.822 0.2400
H 1.255 -1.560 0.868 0.2756
H 0.154 -1.797 -0.543 0.1793
H 2.531 0.688 1.075 0.2950
H 3.227 0.389 -0.515 0.3503
H 2.390 1.913 -0.188 0.3499
```